The following is a DFT calculation (the ωB97M-V functional and the def2-TZVPD basis) of a cluster of 2 separate species, C2H6N3 in total at a distorted geometry.

Values from the calculation:
Highest occupied orbital energy (eV): -13.92
Total energy (eV): -6631.345
HOMO-LUMO gap (eV): 8.967
Charge: +1
2S+1: 1
Max |F| (hartree/bohr): 0.116
LUMO level (eV): -4.956
Energy above the lowest of the compared OMol25 structures with the same formula, charge and spin (kcal/mol): 86.29

Atoms and positions in Å:
N -0.633 1.800 -0.013
N 1.170 0.359 -0.877
N -1.102 0.974 0.576
C -1.373 -0.191 0.980
C 1.034 -0.825 -0.351
H -1.573 -0.392 2.030
H 0.775 0.563 -1.876
H -2.130 -0.759 0.450
H 1.766 1.058 -0.516
H 0.491 -1.576 -0.829
H 1.573 -1.010 0.426